ORCA calculation (ωB97M-V/def2-TZVPD) on a structure of composition C22H21F6I3N4OPd.

Highest occupied orbital energy (alpha / beta) ... -14.551 / -14.966 eV
Lowest unoccupied orbital energy (alpha / beta) ... -6.3 / -9.1 eV
Spin multiplicity ... 5
Kohn-Sham gap (alpha / beta) ... 8.25 / 5.87 eV
Total charge ... +2
Molar mass ... 958.6 g mol⁻¹
Expectation value of S² ... 6.022
Total energy ... -2764.70831 a.u.

XYZ file:
```
58
Properties=species:S:1:pos:R:3:forces:R:3:mulliken_spin:R:1
Pd -0.556 0.322 0.943 0.1 0.2 -0.4 1.34
I -1.982 0.423 3.335 -0.5 0.3 0.1 0.20
C -3.028 2.158 2.575 1.4 0.0 0.3 -0.02
I -1.657 3.148 1.250 -0.2 -0.2 0.3 0.11
H -3.216 2.845 3.396 -0.3 -0.2 -0.1 0.00
H -3.863 1.807 2.015 -0.6 0.0 -0.2 0.00
C 1.835 2.504 -2.606 0.0 0.5 0.0 0.14
C 1.880 1.140 -1.846 0.0 0.4 -0.2 0.02
O 1.022 1.279 -0.811 0.0 -0.3 0.0 0.79
C 1.418 0.004 -2.836 1.3 0.4 0.9 0.00
F 1.919 -1.165 -2.442 0.0 -0.5 0.1 0.00
F 1.821 0.212 -4.073 -0.1 0.2 -0.3 0.00
F 0.102 -0.055 -2.787 -0.9 -0.2 -0.3 0.00
C 3.327 0.964 -1.221 -1.1 -0.1 -0.3 0.05
F 4.204 0.705 -2.144 0.7 0.0 -1.0 0.01
F 3.655 2.076 -0.576 0.1 0.2 0.2 0.00
F 3.343 -0.054 -0.360 -0.2 -0.1 0.5 0.00
H 0.937 2.642 -3.201 -0.2 -0.3 0.2 0.00
H 2.664 2.540 -3.291 0.5 -0.2 -0.2 0.01
H 1.932 3.345 -1.922 0.0 -0.2 0.1 0.00
C -2.214 1.934 -1.958 0.4 -0.6 0.1 0.03
C -2.881 0.820 -1.238 -0.4 0.0 -0.5 0.32
C -4.196 0.327 -1.583 0.0 0.0 -0.1 0.13
C -4.431 -0.765 -0.822 -0.4 -0.2 0.0 0.08
C -3.275 -0.932 -0.007 0.2 -0.8 0.4 0.33
C -3.023 -2.103 0.885 -0.1 0.3 -0.2 0.01
N -2.366 0.036 -0.270 0.7 0.4 0.4 0.11
H -2.349 1.762 -3.019 -0.1 0.0 -0.3 0.02
H -1.140 1.989 -1.781 -0.2 0.0 0.2 0.00
H -2.689 2.874 -1.724 -0.2 0.4 0.1 0.03
H -4.838 0.699 -2.351 -0.1 0.3 -0.3 0.00
H -5.291 -1.428 -0.854 0.2 0.2 0.1 0.00
H -3.136 -3.018 0.292 0.0 0.0 0.1 0.03
H -3.794 -2.127 1.653 0.0 -0.1 0.1 0.02
H -2.035 -2.097 1.353 -0.2 0.0 -0.1 0.00
N -1.790 -4.783 -2.704 0.4 0.3 0.2 0.00
C -0.990 -4.229 -2.087 -0.6 -0.6 -0.6 0.00
C -0.075 -3.560 -1.222 0.1 -0.5 0.1 0.01
C 1.057 -4.183 -0.700 -0.1 0.6 -0.2 0.00
C 1.806 -3.434 0.185 0.7 -1.7 -0.1 0.00
C 1.396 -2.191 0.579 0.6 0.8 0.4 -0.01
N 0.277 -1.622 0.149 -0.5 -0.5 -0.8 0.16
C -0.417 -2.308 -0.784 -0.3 1.1 0.5 -0.02
H 1.352 -5.180 -1.003 -0.1 0.0 0.1 0.00
H 2.685 -3.943 0.582 0.0 0.7 0.1 0.00
H 2.003 -1.602 1.255 0.0 -0.1 -0.1 0.01
H -1.303 -1.823 -1.173 0.2 -0.1 0.0 0.01
I 0.813 -1.792 3.754 0.2 0.2 0.6 0.01
C 1.720 0.062 3.320 -0.6 0.1 0.0 -0.01
C 2.708 0.586 4.136 0.0 0.3 -0.2 0.01
C 3.227 1.839 3.845 -0.1 -0.5 -0.9 0.00
C 2.774 2.491 2.704 0.1 0.0 0.5 0.01
C 1.766 1.927 1.958 0.1 0.0 0.6 -0.01
N 1.218 0.738 2.285 0.1 0.3 -0.8 0.08
H 3.083 0.063 4.981 0.1 -0.6 0.5 0.00
H 4.042 2.235 4.424 0.0 0.2 0.3 0.00
H 3.191 3.438 2.432 0.1 0.4 -0.2 0.00
H 1.359 2.462 1.111 0.0 -0.2 0.1 0.01
```
Positions in Å, forces in eV/Å.